C39H86F3IN16O32S | ωB97M-V/def2-TZVPD

```
178
Properties=species:S:1:pos:R:3:lowdin_charge:R:1
C 2.539 -4.649 4.255 -0.11
C 2.688 -3.112 4.022 -0.31
C 2.502 -2.785 2.525 -0.61
I 0.404 -2.913 2.035 1.05
C 3.247 -1.534 1.982 -0.37
C 4.627 -2.056 1.499 -0.12
C 4.586 -2.745 0.121 -0.16
C 4.837 -1.865 -1.123 -0.17
C 4.197 -2.438 -2.413 -0.19
C 2.708 -2.840 -2.328 -0.21
C 1.809 -2.161 -3.382 -0.22
C 0.358 -2.693 -3.332 -0.20
C -0.285 -2.445 -1.949 -0.22
C -1.823 -2.531 -1.896 -0.15
C -2.377 -1.763 -0.658 -0.23
O -2.718 -2.613 0.433 -0.26
C -4.060 -3.076 0.460 -0.11
O 2.532 -1.045 0.796 -0.03
C 2.847 0.247 0.565 -0.45
O 2.389 0.863 -0.351 0.15
C 3.764 0.761 1.688 -0.09
C 3.652 2.291 1.839 -0.08
O 4.895 2.900 1.397 0.08
C 4.811 3.594 0.275 -0.81
F 5.973 4.125 0.016 0.19
F 4.476 2.864 -0.762 0.19
F 3.934 4.588 0.342 0.16
C 3.248 -0.191 2.825 -0.30
C 1.804 0.095 3.312 -0.15
C 1.509 1.401 4.106 -0.16
C 0.773 2.470 3.258 -0.19
C -0.764 2.366 3.283 -0.20
N -1.396 3.690 3.088 -0.01
C -1.021 4.324 1.857 -0.52
N -0.067 5.161 1.763 0.15
N -1.832 3.988 0.712 0.09
S 4.442 -0.120 4.219 0.71
C 3.585 -0.509 5.730 -0.14
O 5.493 -1.100 4.020 -0.31
O 4.881 1.267 4.336 -0.31
H 2.458 -5.190 3.301 0.07
H 1.609 -4.859 4.802 0.06
H 3.367 -5.063 4.841 0.08
H 1.930 -2.625 4.643 0.05
H 3.714 -2.829 4.305 0.10
H 2.935 -3.626 1.968 0.06
H 4.958 -2.812 2.229 0.12
H 5.413 -1.295 1.520 0.12
H 3.660 -3.326 0.021 0.10
H 5.400 -3.491 0.159 0.13
H 4.594 -0.800 -0.986 0.10
H 5.927 -1.901 -1.297 0.08
H 4.288 -1.680 -3.212 0.11
H 4.827 -3.282 -2.740 0.10
H 2.622 -3.923 -2.544 0.12
H 2.291 -2.685 -1.325 0.08
H 1.796 -1.061 -3.264 0.12
H 2.253 -2.362 -4.371 0.11
H -0.277 -2.231 -4.104 0.09
H 0.407 -3.780 -3.528 0.11
H 0.084 -3.215 -1.250 0.08
H 0.082 -1.480 -1.561 0.11
H -2.120 -3.582 -1.745 0.12
H -2.316 -2.136 -2.795 0.08
H -3.239 -1.134 -0.949 0.11
H -1.611 -1.071 -0.271 0.10
H -4.087 -4.144 0.186 0.06
H -4.705 -2.524 -0.240 0.09
H -4.480 -2.981 1.474 0.09
H 4.827 0.600 1.463 0.16
H 3.555 2.597 2.883 0.12
H 2.811 2.703 1.270 0.12
H 1.491 -0.755 3.936 0.07
H 1.124 0.067 2.445 0.11
H 0.834 1.115 4.930 0.12
H 2.408 1.843 4.552 0.09
H 1.061 3.474 3.601 0.11
H 1.080 2.371 2.205 0.09
H -1.072 1.680 2.472 0.12
H -1.105 1.942 4.237 0.12
H -2.401 3.531 3.030 0.11
H 0.330 5.321 2.688 0.04
H -1.251 3.532 0.011 0.09
H -2.103 4.872 0.276 0.04
H 2.657 -1.069 5.581 0.02
H 4.296 -1.058 6.363 0.09
H 3.355 0.454 6.209 0.08
C -2.800 -0.073 -6.784 0.05
N -3.067 -1.310 -6.003 -0.44
O -2.503 -1.444 -4.936 0.05
O -3.834 -2.112 -6.494 0.07
H -2.103 0.541 -6.225 0.10
H -2.387 -0.379 -7.740 0.10
H -3.753 0.428 -6.923 0.10
C -5.822 -7.227 1.515 0.05
N -5.932 -6.081 0.571 -0.44
O -6.333 -5.018 0.994 0.07
O -5.603 -6.292 -0.581 0.04
H -6.143 -6.912 2.497 0.06
H -6.453 -8.020 1.122 0.10
H -4.781 -7.537 1.516 0.11
C -6.469 -8.484 -3.038 0.05
N -6.891 -9.700 -2.289 -0.45
O -6.461 -9.852 -1.162 0.05
O -7.647 -10.462 -2.855 0.06
H -5.806 -7.907 -2.404 0.07
H -5.973 -8.812 -3.946 0.10
H -7.371 -7.927 -3.276 0.10
C -5.844 5.578 0.191 0.06
N -4.516 5.385 -0.450 -0.44
O -4.292 4.338 -1.008 0.08
O -3.723 6.308 -0.355 0.03
H -6.431 4.681 0.031 0.10
H -5.668 5.759 1.247 0.10
H -6.304 6.446 -0.273 0.10
C -3.036 8.970 -2.609 0.05
N -4.413 8.531 -2.960 -0.45
O -5.349 9.127 -2.466 0.06
O -4.513 7.587 -3.719 0.05
H -3.111 9.807 -1.925 0.10
H -2.540 8.122 -2.144 0.09
H -2.535 9.252 -3.530 0.10
C 8.424 -0.652 -3.457 0.05
N 7.928 -2.002 -3.077 -0.44
O 8.309 -2.471 -2.023 0.06
O 7.157 -2.543 -3.844 0.06
H 9.090 -0.307 -2.679 0.06
H 8.941 -0.747 -4.407 0.10
H 7.551 -0.012 -3.557 0.10
C 1.275 -3.422 9.119 0.06
N 1.685 -3.597 7.699 -0.41
O 1.904 -2.596 7.040 0.05
O 1.782 -4.732 7.289 0.09
H 1.237 -2.361 9.335 0.10
H 0.302 -3.889 9.232 0.10
H 2.015 -3.929 9.731 0.10
C 11.460 0.145 0.456 0.05
N 11.395 -0.905 -0.598 -0.44
O 11.150 -0.552 -1.737 0.04
O 11.593 -2.045 -0.246 0.08
H 11.265 1.106 -0.006 0.09
H 10.709 -0.101 1.201 0.10
H 12.455 0.105 0.889 0.10
C -7.099 6.367 -5.398 0.04
N -8.438 5.769 -5.648 -0.45
O -9.115 6.226 -6.545 0.07
O -8.772 4.850 -4.924 0.05
H -6.942 7.166 -6.112 0.10
H -7.093 6.741 -4.379 0.09
H -6.363 5.577 -5.515 0.10
C -7.075 -9.662 5.070 0.05
N -6.468 -8.344 5.405 -0.44
O -6.152 -8.136 6.554 0.09
O -6.331 -7.558 4.485 0.04
H -7.133 -10.249 5.979 0.09
H -8.060 -9.468 4.656 0.10
H -6.436 -10.134 4.330 0.10
C 3.068 4.907 -2.814 0.05
N 1.682 5.254 -3.237 -0.45
O 1.540 5.934 -4.234 0.06
O 0.781 4.833 -2.542 0.06
H 3.767 5.350 -3.516 0.09
H 3.194 5.301 -1.811 0.08
H 3.146 3.824 -2.806 0.10
C 6.267 6.853 -1.439 0.05
N 6.546 6.789 -2.900 -0.45
O 6.765 7.827 -3.486 0.08
O 6.527 5.685 -3.407 0.05
H 6.303 7.891 -1.128 0.10
H 5.281 6.428 -1.283 0.07
H 7.019 6.258 -0.933 0.10
C -11.840 5.017 -3.797 0.04
N -12.354 5.304 -2.429 -0.45
O -12.149 6.408 -1.965 0.06
O -12.946 4.406 -1.865 0.06
H -11.339 5.901 -4.169 0.08
H -11.152 4.181 -3.719 0.09
H -12.693 4.754 -4.415 0.10
```

As for the maximum force: 1.84 eV Å⁻¹. The calculation puts the calculated total energy at -158250.4613 eV.